# C20H34AlBBrClF3N3NaO12S2Si

C20H34AlBBrClF3N3NaO12S2Si as an isolated structure in a non-equilibrium geometry (ωB97M-V/def2-TZVPD, the OMol25 dataset).

F_max = 4.6 eV Å⁻¹
Total charge = +1
LUMO level = -7.71 eV

Each line ends with the Mulliken charge.
Atoms and positions in Å:
C 3.2302 2.5488 4.9747  -0.8775
C 2.3434 3.1715 3.8291  -0.5749
O 1.6451 2.2098 3.1395  -0.2137
C 2.2780 1.8401 1.9300  -0.4158
C 1.6313 0.5966 1.4493  -0.3927
O 0.2688 0.9129 1.2657  -0.1453
Si -0.5629 0.3489 -0.0527  0.1917
C -0.2836 1.2155 -1.6926  -1.0496
C 0.9031 2.2460 -1.7839  -0.5284
C 0.3903 3.7054 -1.8291  -0.8553
C 0.9486 4.6143 -0.7203  -0.8822
S -0.1958 5.0624 0.5668  0.8414
O -0.9665 6.1964 0.1911  -0.5593
O -1.0239 3.9340 0.8899  -0.4538
Cl 1.0484 5.4513 2.1617  -0.1672
C -2.3735 0.6286 0.3953  -0.8410
C -2.8995 -0.2459 1.5483  -0.6715
S -3.4299 0.7250 2.9859  -0.0922
C -4.9449 1.2952 2.4454  0.5172
N -5.8200 0.7297 1.6778  -0.3183
N -6.7744 1.6078 1.5355  0.2740
C -6.5279 2.7098 2.2195  0.1756
O -5.3797 2.5504 2.7974  -0.1287
C -0.3493 -1.5158 -0.4014  -1.2791
N 0.2375 -2.3631 0.6555  -0.2415
C 1.5605 -2.8487 0.3196  -0.6576
H 2.7277 2.6786 5.9239  0.3271
H 3.3940 1.4896 4.8307  0.3484
H 4.2112 3.0442 5.0299  0.0417
H 3.0173 3.7296 3.1482  0.1899
H 1.6815 3.9126 4.2507  0.6202
H 3.3335 1.6204 2.1397  0.5076
H 2.2714 2.6508 1.2025  -0.1342
H 1.7305 -0.1377 2.2510  0.3297
H 2.1070 0.1959 0.5527  0.4633
H -1.2105 1.6928 -1.9895  0.5568
H -0.0647 0.4310 -2.4153  0.3267
H 1.4324 2.0231 -2.7016  0.5696
H 1.6332 2.1533 -0.9821  0.2939
H -0.6894 3.7400 -1.8823  0.5127
H 0.7663 4.1300 -2.7524  0.3184
H 1.7744 4.1191 -0.2221  0.4267
H 1.3045 5.5423 -1.1479  0.4910
H -2.9151 0.3397 -0.5062  0.4838
H -2.5748 1.6878 0.5268  0.5568
H -2.1303 -0.9376 1.8714  0.3196
H -3.7288 -0.8359 1.1808  0.4700
H -7.1183 3.5996 2.2869  0.4436
H 0.1834 -1.6145 -1.3410  0.7182
H -1.3487 -1.9105 -0.6081  0.3166
H 0.2244 -1.9207 1.5577  0.2825
H 2.0652 -2.2520 -0.4419  0.2971
H 2.2390 -2.8854 1.1678  0.4374
H 1.5386 -3.8635 -0.0882  -0.0607
C 0.8510 -9.3223 -0.9776  -1.3399
C 0.6523 -8.1459 -0.0462  1.0935
C 0.4730 -6.7965 -0.7525  -0.3423
O 0.8719 -5.8870 0.2613  -0.2498
C 1.7816 -6.5569 1.0726  0.5193
O 2.4376 -6.0535 1.8950  -0.3745
O 1.7902 -7.8964 0.7505  -0.3533
H -0.1079 -9.7711 -1.2497  0.3664
H 1.3456 -9.0171 -1.8972  0.3354
H 1.4697 -10.0812 -0.5042  0.3737
H -0.1911 -8.3723 0.6681  0.0163
H -0.5815 -6.5843 -1.0752  0.0825
H 1.1267 -6.6837 -1.6158  0.4907
Na 4.8193 4.5388 4.3470  0.7924
B -0.3901 3.0783 -6.4030  0.5647
O -0.7991 2.0194 -7.3741  -0.4558
C -0.3683 0.8550 -6.9392  0.3393
O -0.5281 -0.2034 -7.4827  -0.6115
C 0.3734 1.0732 -5.6146  0.7927
O 0.8949 0.2145 -4.9447  -0.6758
O 0.3514 2.3487 -5.3203  -0.2654
F -1.5038 3.7066 -5.8666  -0.3520
F 0.4407 4.0008 -7.0069  -0.3207
Al -1.5376 -7.3700 0.3526  0.3092
F -8.2274 0.8251 1.9410  -0.1903
Br 3.7474 6.3315 2.4422  -0.6536


# C29H56F4Ge2N2O3SeV

C29H56F4Ge2N2O3SeV as an isolated structure in a non-equilibrium geometry (ωB97M-V/def2-TZVPD, the OMol25 dataset).

F_max = 2.3 eV Å⁻¹
Spin multiplicity = 2
Total charge = +2
LUMO level (alpha / beta) = -8.38 / -7.03 eV

Each line ends with the Mulliken spin population.
Atoms and positions in Å:
V -0.4507 0.9859 -1.0544  1.4538
C 0.2250 3.8328 2.1049  0.0041
C -0.7050 2.8515 2.8001  0.0007
N -1.4865 1.9986 1.8876  -0.0229
C -2.4544 1.1943 2.6475  0.0062
C -1.9032 0.5259 3.8969  0.0004
C -2.2066 2.8225 0.9250  -0.0060
C -3.0434 2.0461 -0.0767  0.0675
N -2.2755 1.0048 -0.7893  -0.4332
C -3.0373 0.0116 -1.4156  0.0126
C -2.4648 -1.2523 -1.5162  -0.0504
F -1.1958 -1.3732 -0.9965  0.0124
C -3.0927 -2.3346 -2.0891  0.0348
F -2.4534 -3.5118 -2.1288  0.0026
C -4.3626 -2.1863 -2.6107  -0.0782
C -4.9552 -0.9386 -2.5405  0.0267
F -6.1656 -0.7551 -3.0475  0.0033
C -4.3137 0.1522 -1.9641  -0.0670
F -4.9221 1.3403 -1.9770  -0.0062
H 0.9476 4.2111 2.8278  -0.0001
H -0.3022 4.6958 1.7019  0.0001
H 0.7732 3.3419 1.2982  0.0033
H -1.3913 3.4079 3.4584  -0.0008
H -0.1160 2.1948 3.4376  -0.0004
H -2.8561 0.4326 1.9735  -0.0051
H -3.3008 1.8341 2.9429  0.0025
H -0.9642 0.0047 3.6898  0.0006
H -2.6303 -0.2000 4.2623  0.0000
H -1.7275 1.2389 4.6992  0.0001
H -1.4761 3.4267 0.3918  0.0055
H -2.9012 3.5167 1.4276  -0.0015
H -3.4538 2.7586 -0.7958  -0.0237
H -3.8963 1.5628 0.4076  -0.0128
H -4.8791 -3.0155 -3.0722  -0.0023
C 2.3029 -0.2122 -3.8231  -0.0001
C 0.9993 -0.6955 -3.2068  0.0078
C -0.1309 -0.6221 -4.2210  0.0212
C 1.1678 -2.0927 -2.6076  0.0036
O 0.6693 0.2349 -2.1112  -0.0150
Ge 2.2586 1.9196 -1.2978  0.0068
O 0.3214 2.7070 -1.2242  -0.0204
C -0.0421 3.7662 -2.1976  -0.0162
C -0.3515 5.0235 -1.4015  -0.0079
C -1.2504 3.2912 -2.9931  0.0458
C 1.1224 4.0308 -3.1461  -0.0020
O 2.0063 1.1479 0.2740  0.0333
C 3.0895 0.9211 1.2371  0.0110
C 3.6109 -0.4930 1.0240  -0.0023
C 2.5040 1.1101 2.6238  0.0025
C 4.2036 1.9347 0.9943  0.0001
H 2.5387 -0.8370 -4.6846  -0.0008
H 2.2240 0.8200 -4.1666  -0.0008
H 3.1321 -0.2978 -3.1163  -0.0008
H -0.0072 -1.4150 -4.9591  0.0003
H -1.1026 -0.7600 -3.7442  -0.0080
H -0.1285 0.3352 -4.7431  0.0006
H 1.9290 -2.6395 -3.1628  -0.0001
H 1.4893 -2.0224 -1.5667  -0.0029
H 0.2430 -2.6663 -2.6454  0.0006
H -1.2632 4.9231 -0.8137  0.0010
H 0.4758 5.2688 -0.7350  -0.0002
H -0.4914 5.8567 -2.0894  -0.0001
H -2.1481 3.2425 -2.3770  -0.0022
H -1.4481 3.9874 -3.8085  0.0022
H -1.0659 2.3112 -3.4422  -0.0059
H 2.0040 4.3931 -2.6133  -0.0002
H 1.3916 3.1401 -3.7194  0.0000
H 0.8281 4.8035 -3.8547  0.0007
H 2.8279 -1.2347 1.1868  0.0020
H 3.9898 -0.6165 0.0081  -0.0004
H 4.4293 -0.6951 1.7153  0.0001
H 3.2355 0.8123 3.3754  -0.0001
H 1.6050 0.5057 2.7455  0.0009
H 2.2442 2.1530 2.7943  0.0005
H 4.6860 1.7774 0.0261  0.0002
H 3.8164 2.9552 1.0400  0.0001
H 4.9743 1.8367 1.7590  -0.0002
C 3.1136 -4.6531 1.1133  -0.0001
Ge 1.4718 -4.9515 2.1247  0.0004
C 1.7386 -6.0150 3.7326  0.0000
C 0.0857 -5.6741 0.9546  -0.0001
C 0.8990 -3.1329 2.8405  -0.0003
Se 0.0225 -1.9989 1.5654  0.0197
C -1.7544 -2.7595 1.6688  -0.0025
H 3.5412 -5.6160 0.8360  0.0000
H 3.8524 -4.1145 1.7056  0.0000
H 2.9166 -4.0969 0.1962  0.0001
H 2.1217 -7.0002 3.4708  0.0000
H 0.7980 -6.1451 4.2668  0.0000
H 2.4566 -5.5355 4.3969  0.0000
H 0.4412 -6.6180 0.5432  0.0000
H -0.1162 -5.0039 0.1171  0.0001
H -0.8400 -5.8745 1.4933  0.0000
H 1.8010 -2.6125 3.1655  0.0002
H 0.2396 -3.2614 3.7001  -0.0001
H -1.8342 -3.6074 0.9903  0.0006
H -2.4664 -1.9867 1.3880  0.0012
H -1.9406 -3.0773 2.6923  -0.0002


# C14H29BrN7O4PS

A 2-piece molecular cluster, C14H29BrN7O4PS overall in a non-equilibrium geometry (ωB97M-V/def2-TZVPD, the OMol25 dataset).

F_max = 3.8 eV Å⁻¹
Total charge = 0
LUMO level = -1.62 eV

Each line ends with the natural charge from an NBO analysis.
Atoms and positions in Å:
C 0.5243 3.7750 -2.3363  -0.6208
C -0.1174 3.1348 -1.0168  -0.2618
N -0.0206 1.6763 -1.1860  -0.4368
N -0.3161 0.9358 -0.0165  -0.2723
C -1.5684 1.2740 0.5582  0.8303
N -2.6553 1.1678 -0.2527  -0.9656
N -1.7927 1.6731 1.8902  -0.4149
C -3.0727 2.4309 1.9679  -0.4341
C -0.6659 2.4182 2.4941  -0.0508
Br -0.8130 4.4036 2.2377  -0.0081
C 0.7524 1.9068 2.1115  -0.4829
C 0.7983 0.8548 0.9539  -0.1822
C 0.7735 -0.6087 1.5892  -0.4244
C 0.2756 -1.7334 0.6108  -0.4464
C 0.8937 -3.1564 0.8670  -0.4138
C 2.3898 -3.3136 0.4635  -0.5119
S 2.7428 -3.3761 -1.3518  0.2255
C 1.2301 -3.3663 -2.3440  0.3058
N 0.7929 -2.5392 -3.2888  -0.2865
N -0.3932 -3.0983 -3.6692  -0.2973
C -0.6732 -4.2044 -3.0074  0.2818
O 0.3912 -4.4223 -2.1400  -0.4355
P 2.5152 1.0207 0.1624  2.1892
N 2.6935 0.2296 -1.1816  -1.3528
O 3.6632 0.4085 1.2042  -0.9900
O 2.8733 2.6100 -0.1304  -0.9862
H 1.1599 2.9824 -2.7877  0.2411
H -0.2911 4.0929 -3.0308  0.2115
H 1.1588 4.6292 -2.0165  0.2215
H 0.4830 3.5314 -0.1744  0.2234
H -1.1744 3.5229 -0.9976  0.1675
H -0.6990 1.3475 -1.8817  0.3976
H -3.1463 0.2515 -0.3328  0.5109
H -3.0296 1.9574 -0.7653  0.4169
H -3.1902 2.9471 2.9500  0.2318
H -3.1873 3.1856 1.1591  0.2093
H -3.9583 1.7539 1.8844  0.2538
H -0.7579 2.2892 3.5994  0.2366
H 1.4090 2.7918 1.9346  0.2615
H 1.1886 1.3969 3.0096  0.2533
H 1.7382 -0.9172 2.0487  0.2398
H 0.0316 -0.5607 2.4331  0.2140
H 0.3773 -1.4906 -0.4727  0.2143
H -0.8273 -1.8428 0.7899  0.2730
H 0.8461 -3.3153 1.9814  0.2046
H 0.2170 -3.9225 0.4292  0.2455
H 2.7676 -4.2483 0.9505  0.2289
H 2.9599 -2.4616 0.8994  0.2130
H -1.5412 -4.8754 -3.0565  0.2338
H 1.8191 -0.2341 -1.4294  0.3911
H 4.2554 -0.1178 0.6355  0.5271
H 3.6732 2.5940 -0.6912  0.5203
C -2.7184 -3.0463 -0.4370  -0.1791
O -3.2585 -1.9197 0.0214  -0.9681
H -2.6565 -3.1653 -1.5441  0.0878
H -1.6617 -3.2527 -0.1503  0.0649
H -3.2086 -4.0044 -0.1472  0.0953


# CH3BrO2S

A 2-piece molecular cluster, CH3BrO2S overall in a non-equilibrium geometry (ωB97M-V/def2-TZVPD, the OMol25 dataset).

F_max = 3.9 eV Å⁻¹
Total charge = 0
LUMO level (alpha / beta) = -1.93 / -3.02 eV

Each line ends with the natural charge from an NBO analysis.
Atoms and positions in Å:
C 0.3975 -0.8397 -0.1312  -0.2801
O 1.2053 -0.5921 2.5078  -0.8055
O 1.2495 0.2116 0.1387  -0.6768
S 1.9860 0.2511 1.6620  1.4627
Br 1.5445 3.0820 2.9031  -0.3086
H 0.8331 -1.4693 -1.0126  0.1991
H -0.5719 -0.3624 -0.3750  0.2033
H 0.3019 -1.3828 0.8096  0.2060


# C2H7N4O2

A 2-piece molecular cluster, C2H7N4O2 overall in a non-equilibrium geometry (ωB97M-V/def2-TZVPD, the OMol25 dataset).

F_max = 1.4 eV Å⁻¹
Total charge = +1
LUMO level (alpha / beta) = -4.24 / -4.28 eV

Each line ends with the natural charge from an NBO analysis.
Atoms and positions in Å:
C 2.6244 -0.4896 -0.5017  0.0585
C -1.6043 0.0989 -0.1753  0.4141
N 1.8294 -1.1256 0.2560  0.0564
N 2.2945 0.8888 -0.4813  -0.1372
N -2.0865 0.9779 0.6515  -0.7038
N -1.9507 -1.1597 -0.1984  -0.7051
O 0.7699 -0.6337 0.6550  -0.2503
O 1.0600 1.0855 -0.1772  -0.3226
H 3.5655 -0.8506 -0.8585  0.2405
H -0.8959 0.4520 -0.9176  0.2566
H -1.7530 1.9313 0.6333  0.4434
H -2.7321 0.7264 1.3897  0.4216
H 2.9651 1.4555 0.0667  0.3683
H -1.5094 -1.8057 -0.8363  0.4391
H -2.5770 -1.5513 0.4939  0.4204


# C6H7I

C6H7I as an isolated structure in a non-equilibrium geometry (ωB97M-V/def2-TZVPD, the OMol25 dataset).

F_max = 6.9 eV Å⁻¹
Total charge = 0
LUMO level = 0.45 eV

Each line ends with the natural charge from an NBO analysis.
Atoms and positions in Å:
C 0.6064 -1.6132 1.0989  -0.3320
C 0.5981 -0.1975 -1.7823  -0.4474
C -1.7019 2.0799 -0.5509  -0.4955
C -0.3540 -1.5682 0.1753  -0.2774
C -0.2061 -0.4787 -0.8256  0.0859
C -1.8097 0.7436 -0.5352  -0.2113
I -3.4645 -0.2029 0.2250  0.1744
H 0.6202 -2.4741 1.7278  0.1883
H 1.4011 -0.9521 1.2674  0.1956
H 0.7089 0.7477 -2.3436  0.2297
H 1.4656 -0.8668 -1.9088  0.2149
H -2.5675 2.6143 -0.1110  0.2107
H -0.7458 2.6460 -0.5650  0.2247
H -1.0878 -2.3286 0.2965  0.2394


What is the total charge in the sixth record?
0